Record 1
A molecular structure, C46H50BFN4O3Y in a non-equilibrium geometry, computed with ωB97M-V with the def2-TZVPD basis set.

Charge: -1
Molecular weight in g/mol: 825.6
Relative energy (zero: lowest compared OMol25 entry of this formula, charge and spin) in kcal/mol: 0.00
HOMO level in Ha: -0.19287
Multiplicity: 1

XYZ file:
```
106
Properties=species:S:1:pos:R:3:forces:R:3:mulliken_charge:R:1
Y -0.00395 -0.12794 -0.06691 1.65 -0.34 0.40 -0.752
O 4.31299 -3.54916 -2.15652 -0.07 0.25 0.20 -0.677
C 3.18250 -4.24587 -2.36845 -0.04 0.04 0.07 0.526
C 3.30287 -5.48658 -2.99682 -0.01 0.03 0.03 -0.715
C 2.18634 -6.26246 -3.23438 -0.07 -0.05 -0.03 -0.246
C 0.92156 -5.82079 -2.85397 0.11 0.02 0.00 -1.036
C 0.80203 -4.58866 -2.23931 -0.03 0.04 -0.04 -0.346
C 1.91022 -3.77910 -1.98944 0.05 -0.05 0.08 -0.053
C 1.67866 -2.44928 -1.35261 -0.19 -0.26 -0.31 1.099
O 0.45855 -2.07537 -1.20944 0.08 0.51 0.37 -0.639
N 2.73957 -1.74999 -1.02633 -0.09 0.12 -0.02 -1.259
N 2.38610 -0.48803 -0.53781 0.12 -0.06 -0.01 0.834
C 3.38722 0.24977 -0.22698 0.07 0.10 0.04 -1.020
C 3.34797 1.62571 0.23744 0.12 -0.19 -0.11 0.755
C 4.58558 2.23681 0.48724 0.03 0.01 0.03 -0.776
C 4.68760 3.55510 0.87181 -0.12 -0.03 -0.02 -0.830
C 3.50821 4.29979 0.98980 0.01 0.07 0.01 -0.572
C 2.27894 3.73414 0.74228 0.07 -0.05 0.01 -0.589
C 2.15253 2.37364 0.37834 -0.19 0.05 -0.01 0.145
O 0.97615 1.86497 0.17198 -0.21 -0.49 -0.05 0.654
H 4.05147 -2.72453 -1.66143 -0.01 -0.12 -0.15 0.542
H 4.29351 -5.81728 -3.28027 0.00 0.00 -0.01 0.414
H 2.30054 -7.22377 -3.72136 0.01 0.00 0.00 0.356
H 0.04596 -6.42846 -3.03737 -0.01 -0.01 0.00 0.421
H -0.16714 -4.21004 -1.94394 0.03 -0.02 0.02 0.377
H 4.38229 -0.18701 -0.34184 -0.01 0.02 -0.03 0.182
H 5.48138 1.63679 0.36416 0.01 0.01 0.01 0.379
H 5.65098 4.00507 1.06669 0.01 0.01 0.00 0.387
H 3.55692 5.34370 1.27962 0.03 0.00 -0.01 0.413
H 1.36808 4.31394 0.81919 -0.02 0.00 0.02 0.425
F -0.33923 -2.39591 6.08982 -0.01 0.01 -0.05 -0.364
C -0.29431 -1.90078 4.81824 -0.03 -0.05 0.10 0.350
C -1.47384 -1.53940 4.20331 0.07 0.03 -0.03 -0.650
C -1.40181 -1.02963 2.90839 0.01 -0.02 0.17 -0.001
C -0.19527 -0.86431 2.21354 -0.17 -0.08 -0.06 0.156
C 0.95793 -1.26892 2.90156 -0.01 0.03 0.10 -0.364
C 0.92970 -1.78256 4.19734 0.02 0.03 -0.06 -0.851
H -2.41416 -1.65259 4.72877 -0.01 0.00 0.00 0.492
H -2.34199 -0.74965 2.44393 -0.08 0.06 -0.06 0.390
H 1.93286 -1.18144 2.42507 0.00 0.00 0.00 0.314
H 1.82859 -2.08471 4.72025 0.00 0.00 0.00 0.419
C 1.62856 2.90932 -3.07808 0.10 0.01 -0.01 -1.757
C 0.12924 2.79036 -3.33539 -0.11 0.05 0.12 2.285
C -0.38214 4.00729 -4.11041 -0.01 0.01 -0.07 -1.730
C -0.24317 1.50887 -4.05225 0.12 0.00 -0.18 0.195
C 0.52066 1.05000 -5.12290 0.02 0.01 0.02 -0.455
C 0.19919 -0.12440 -5.78217 -0.03 -0.01 0.02 -1.716
C -0.89133 -0.87045 -5.36727 0.00 0.03 0.02 -0.395
C -1.68525 -0.44435 -4.30787 0.08 -0.06 -0.05 0.691
C -2.82717 -1.31969 -3.83000 -0.02 0.08 0.06 2.132
C -3.86771 -1.53711 -4.92721 -0.01 -0.04 -0.07 -1.923
C -2.30487 -2.64933 -3.28496 0.01 -0.06 0.04 -1.211
C -1.36316 0.76327 -3.67546 -0.11 -0.07 0.17 -0.181
N -2.16129 1.19878 -2.57919 0.15 -0.13 0.05 0.324
B -1.97160 0.81951 -1.18447 -1.43 0.66 -0.46 1.691
N -3.16180 1.44724 -0.59080 0.13 -0.02 -0.07 0.466
C -3.92857 2.08325 -1.56480 -0.03 -0.01 0.12 -0.840
C -3.32447 1.93432 -2.75977 0.01 0.02 -0.09 -0.933
C -3.68147 1.26513 0.72442 0.02 -0.05 -0.21 -0.167
C -3.26890 2.09302 1.77354 -0.05 -0.04 0.14 0.266
C -3.84787 1.90397 3.02671 0.09 -0.01 -0.03 -0.348
C -4.78373 0.90800 3.24401 0.02 -0.04 -0.01 -1.819
C -5.14757 0.06801 2.20430 0.01 0.03 0.00 -0.281
C -4.60690 0.23210 0.93329 -0.03 -0.02 0.08 0.546
C -5.00038 -0.72004 -0.17976 0.05 0.05 -0.04 1.838
C -4.58223 -2.15307 0.14557 0.01 -0.09 0.05 -1.521
C -6.49542 -0.64041 -0.48577 -0.05 -0.03 0.01 -1.839
C -2.23024 3.17791 1.57471 -0.01 -0.02 -0.17 2.500
C -1.23154 3.24598 2.72739 0.02 0.05 0.05 -1.620
C -2.90718 4.53286 1.35784 -0.04 0.06 0.02 -1.753
H 1.83770 3.78773 -2.46490 -0.02 0.00 0.02 0.481
H 2.18817 3.02032 -4.01054 0.01 0.01 0.00 0.376
H 2.02457 2.03973 -2.55041 -0.06 -0.02 0.00 0.224
H -0.37652 2.77954 -2.36712 0.07 -0.02 -0.01 -0.732
H 0.09247 4.05910 -5.09468 -0.01 0.01 0.00 0.345
H -0.15570 4.93170 -3.57486 0.02 0.00 0.02 0.423
H -1.46237 3.96016 -4.25952 0.00 -0.03 0.01 0.314
H 1.39236 1.61215 -5.43289 0.01 0.00 -0.01 0.335
H 0.81485 -0.47209 -6.60256 0.00 0.00 -0.01 0.382
H -1.11854 -1.81009 -5.85724 0.01 0.00 -0.01 0.349
H -3.31188 -0.80180 -3.00250 -0.04 0.03 -0.02 -0.809
H -3.44062 -2.08589 -5.77080 0.00 0.01 0.00 0.351
H -4.25138 -0.58830 -5.30625 0.01 0.02 0.02 0.404
H -4.71138 -2.11914 -4.54925 0.01 0.00 0.03 0.447
H -1.82483 -3.24327 -4.06755 0.01 0.02 -0.02 0.494
H -3.12946 -3.24065 -2.87794 -0.02 0.00 -0.01 0.424
H -1.57131 -2.49147 -2.49208 -0.03 0.04 -0.06 -0.283
H -4.84961 2.59290 -1.32881 -0.01 0.01 0.00 0.486
H -3.62959 2.30217 -3.72690 0.00 0.00 0.00 0.537
H -3.53925 2.53445 3.85036 -0.02 0.00 0.02 0.284
H -5.20768 0.76933 4.23087 -0.02 0.00 0.00 0.328
H -5.85510 -0.73376 2.38199 -0.01 0.00 0.01 0.362
H -4.45804 -0.41786 -1.07553 -0.03 0.00 -0.01 -0.782
H -5.11592 -2.53819 1.01854 -0.01 0.02 0.00 0.386
H -3.51349 -2.21904 0.35766 0.01 0.04 -0.02 0.216
H -4.80064 -2.81470 -0.69598 -0.01 0.01 -0.01 0.431
H -7.09123 -0.96502 0.37134 0.00 0.01 0.00 0.345
H -6.74718 -1.28730 -1.32921 0.00 0.00 0.00 0.441
H -6.79589 0.37815 -0.73622 0.02 0.01 -0.01 0.388
H -1.67608 2.94217 0.66385 0.03 -0.05 0.05 -0.891
H -1.69971 3.60891 3.64640 0.00 0.00 -0.01 0.429
H -0.42685 3.93857 2.47931 0.03 0.02 -0.02 0.386
H -0.78214 2.27475 2.93729 -0.01 -0.05 -0.05 0.267
H -3.50338 4.80945 2.23223 0.01 0.00 0.00 0.361
H -3.57031 4.51346 0.49110 0.01 -0.04 -0.01 0.326
H -2.16087 5.31395 1.19573 0.01 0.00 0.00 0.437
```
Positions in Å, forces in eV/Å.


Record 2
2 unconnected molecules or ions with the total composition C4H12O2 in a non-equilibrium geometry, computed with ωB97M-V with the def2-TZVPD basis set.

Charge: 0
Molecular weight in g/mol: 92.1
Relative energy (zero: lowest compared OMol25 entry of this formula, charge and spin) in kcal/mol: 28.19
HOMO level in Ha: -0.36047
Multiplicity: 1

XYZ file:
```
18
Properties=species:S:1:pos:R:3:forces:R:3:mulliken_charge:R:1
C -2.52317 -0.79652 0.65869 -0.36 -1.71 -1.14 -0.944
C -2.56130 -1.80908 -0.54139 0.51 0.87 0.38 -0.282
O -1.28027 -1.71345 -1.20345 -0.62 -0.08 0.22 -0.496
H -2.11097 0.16062 0.33918 0.10 -0.18 0.15 0.268
H -1.92563 -1.34032 1.39035 0.24 0.70 0.26 0.245
H -3.52239 -0.65997 1.07222 0.01 0.06 -0.03 0.331
H -3.36005 -1.64089 -1.26376 -0.11 0.43 0.01 0.321
H -2.69769 -2.83215 -0.19088 -0.03 -0.04 0.33 0.285
H -1.32952 -2.34520 -1.92461 0.31 -0.01 -0.17 0.278
C 2.16898 1.86631 1.01736 2.47 -1.33 0.01 -0.952
C 2.75282 1.52115 -0.36889 -2.92 0.13 -0.76 -0.219
O 2.50776 0.15732 -0.74319 1.53 -0.47 0.47 -0.530
H 1.42809 1.11525 1.29146 -0.99 0.90 -0.34 0.301
H 2.06073 2.94469 1.13336 -0.77 -0.29 0.16 0.311
H 2.93736 1.53709 1.71687 0.34 0.40 0.40 0.257
H 3.77939 1.84297 -0.54410 0.01 -0.58 0.19 0.323
H 2.10790 2.03042 -1.08502 0.38 0.89 -0.21 0.224
H 1.56795 -0.03823 -0.75420 -0.11 0.31 0.08 0.277
```
Positions in Å, forces in eV/Å.


Record 3
2 unconnected molecules or ions with the total composition C7H18ClNO3P, computed with ωB97M-V with the def2-TZVPD basis set.

Charge: -1
Molecular weight in g/mol: 230.7
HOMO level in Ha: -0.14245
Multiplicity: 1

XYZ file:
```
31
Properties=species:S:1:pos:R:3:forces:R:3:mulliken_charge:R:1
C 4.72551 0.11756 -0.49871 -0.11 0.10 0.03 -1.237
C 3.85315 -0.26989 -1.67314 -0.06 -0.10 -0.06 0.366
Cl 4.79394 0.19666 -3.22014 -0.01 0.03 0.03 -0.311
C 2.47628 0.32642 -1.66092 0.06 0.13 -0.06 -1.114
P 1.23384 -0.68621 -0.53420 -0.03 0.06 -0.05 0.067
O 0.68210 0.76995 0.25274 0.14 0.24 0.02 -0.475
C -0.51771 1.29430 -0.22296 -0.10 -0.29 0.00 -0.011
C -0.78972 0.68128 -1.61845 0.13 0.18 -0.02 -0.362
O -0.02684 -0.47227 -1.74533 -0.18 -0.17 0.07 -0.493
H 4.80235 1.20634 -0.44148 0.06 -0.04 -0.03 0.307
H 5.72589 -0.31164 -0.56963 -0.03 0.00 0.01 0.373
H 4.23815 -0.22718 0.41504 0.03 -0.03 -0.02 0.354
H 3.79069 -1.35484 -1.78332 0.02 0.04 0.09 0.289
H 2.52717 1.37000 -1.33541 -0.01 -0.05 -0.01 0.275
H 2.05168 0.29499 -2.66510 0.02 -0.03 0.03 0.344
H 0.31620 -1.46921 0.28113 -0.05 -0.02 -0.03 0.010
H 2.23389 -0.81298 0.49554 0.07 -0.10 -0.01 -0.057
H 1.65762 -1.88289 -1.23039 0.02 -0.01 0.03 0.003
H -1.34298 1.04818 0.45901 0.00 0.03 -0.02 -0.025
H -0.45180 2.38806 -0.28420 -0.03 0.01 0.00 0.236
H -1.85973 0.45599 -1.72610 0.03 -0.01 -0.02 0.251
H -0.52959 1.39892 -2.41690 0.02 0.01 0.07 0.225
O -3.93879 0.90911 1.34001 -0.20 0.15 0.00 -0.583
C -4.37861 0.03594 2.05398 0.20 -0.15 -0.03 0.558
N -5.71691 -0.10314 2.29592 -0.01 0.04 0.03 -0.419
C -3.47217 -0.97175 2.72247 0.03 0.04 -0.03 -0.761
H -6.07919 -0.84956 2.85710 -0.01 0.00 -0.02 0.175
H -6.34914 0.52940 1.83770 0.00 -0.01 0.00 0.227
H -2.76190 -0.43085 3.34636 -0.01 -0.01 0.01 0.237
H -2.89175 -1.47003 1.94647 0.00 -0.01 0.01 0.232
H -4.00163 -1.71064 3.32293 -0.01 0.00 0.00 0.319
```
Positions in Å, forces in eV/Å.


Q: Which formula does entry 3 have?
A: C7H18ClNO3P


Q: Which value of charge does entry 1 give?
A: -1


Q: HOMO level of number 2 (C4H12O2)?
A: -0.36047 Ha